(1)
Molecular formula: C12H34N10O19
Method: DFT, the ωB97M-V functional and the def2-TZVPD basis

Structure (XYZ):
```
75
Properties=species:S:1:pos:R:3:forces:R:3
C -2.5317 -3.4747 2.3397 0.33 -1.74 0.33
N -3.6228 -2.6050 2.7608 1.26 1.49 -0.47
O -4.2016 -2.7737 3.8012 -0.47 -0.46 0.02
O -3.6518 -1.5978 2.0739 -1.14 0.62 -0.02
H -1.7652 -3.2945 3.0934 0.23 -0.03 -0.30
H -2.2197 -3.2337 1.3236 -0.10 0.11 0.38
H -2.8462 -4.5155 2.4175 0.00 0.05 0.03
C -3.2040 1.8354 3.7265 0.75 -0.76 0.72
N -4.6010 2.3172 3.8350 0.03 -1.48 -0.85
O -5.4899 1.5028 3.8904 -0.26 -0.89 0.70
O -4.7936 3.4695 3.6216 0.08 2.52 0.14
H -2.5529 2.1108 4.5562 -0.38 1.09 -0.02
H -2.8537 2.2422 2.7779 0.29 -0.45 0.15
H -3.1754 0.7550 3.8684 -0.49 -0.04 -0.96
C 3.6510 2.3877 -3.0302 -0.86 -0.10 -1.59
N 4.8035 3.2582 -2.7782 2.55 -0.27 0.13
O 4.7169 4.1987 -2.0265 -0.90 0.31 0.36
O 5.8767 2.9511 -3.3091 -1.39 -0.03 0.11
H 3.3430 1.7723 -2.1849 0.49 0.19 0.04
H 3.9237 1.8289 -3.9255 0.07 -0.45 0.48
H 2.8106 2.9935 -3.3691 0.04 0.30 0.49
C 3.6889 3.4382 1.1626 -0.83 1.62 -0.96
N 3.5827 2.4529 2.2002 0.92 -1.70 2.48
O 2.4710 2.0705 2.5864 1.31 0.61 -0.81
O 4.6531 2.0612 2.6796 -1.35 0.21 -0.51
H 2.8429 4.1080 1.3165 -0.16 -0.19 -0.41
H 3.6300 2.9337 0.1981 -0.01 0.11 0.11
H 4.5802 4.0621 1.2290 0.17 -0.69 0.17
C 0.4964 -2.2860 -5.2880 -1.09 -0.98 1.97
N 1.1398 -1.6135 -6.3740 -0.14 1.86 -2.52
O 1.8586 -2.2192 -7.1524 -0.17 -0.24 1.00
O 0.8219 -0.4357 -6.5591 0.32 -0.73 0.68
H -0.5813 -2.1233 -5.2753 -0.08 -0.17 -1.03
H 0.6656 -1.7919 -4.3313 1.03 -0.05 -0.10
H 0.7352 -3.3495 -5.2851 0.10 0.32 0.04
C -3.8612 4.5169 -1.3793 -2.10 0.60 0.27
N -3.2391 3.2091 -1.3584 0.54 0.29 -0.25
O -2.2752 3.0848 -0.6566 0.88 -0.57 0.51
O -3.7214 2.3641 -2.0796 -0.03 -0.62 -0.17
H -3.3471 5.2260 -2.0280 0.04 -0.36 0.04
H -3.9866 4.9049 -0.3684 0.58 -0.07 -0.04
H -4.8660 4.2537 -1.7098 0.03 0.72 -0.44
C -5.1001 -3.2258 -3.0571 -0.66 -0.09 -0.91
N -3.9395 -4.0759 -2.7058 -3.11 -2.46 0.67
O -2.9057 -3.5501 -2.7420 4.35 1.87 -0.25
O -4.1142 -5.2504 -2.3528 -0.39 1.28 -0.54
H -4.8021 -2.1891 -3.2138 0.20 -0.02 1.23
H -5.8806 -3.4784 -2.3394 -0.04 0.47 -0.32
H -5.3831 -3.4174 -4.0921 -0.30 -0.99 0.15
C 5.8980 -2.4750 0.8043 -0.33 0.88 -1.20
N 5.7931 -1.0356 0.3697 -0.58 3.44 1.64
O 4.6390 -0.5620 0.2415 1.80 -1.37 -0.25
O 6.7938 -0.3121 0.3017 -1.20 -1.90 -0.23
H 6.2350 -2.8596 -0.1582 -0.03 -0.99 0.37
H 4.8682 -2.7226 1.0619 0.36 -0.37 -0.09
H 6.6172 -2.6359 1.6074 -0.06 0.39 -0.26
C -0.0814 0.0958 4.5218 -0.34 0.30 -0.52
N 0.8000 -1.0329 4.1620 1.21 1.73 1.76
O 0.3348 -1.9434 3.5578 -0.84 -1.74 -1.21
O 1.9494 -0.9323 4.5346 0.30 -0.43 -0.17
H 0.5442 0.9456 4.7952 -0.16 -0.19 -0.15
H -0.7309 -0.2041 5.3442 0.07 -0.13 -0.13
H -0.6380 0.2430 3.5963 -0.23 0.48 0.26
C -0.2133 -1.7397 -0.5711 0.69 0.33 -0.03
N 0.0833 -0.3816 -0.0541 -0.83 -1.13 -0.30
C 1.4747 -0.0544 0.3492 -1.20 1.94 0.13
C -0.9904 0.2897 0.5114 2.23 1.95 -0.37
O -0.8030 1.3151 1.1729 -0.88 -1.44 -0.09
H -0.0921 -2.4376 0.2574 0.13 -0.42 -0.28
H 0.4269 -1.9792 -1.4202 0.64 -0.05 0.39
H -1.1771 -1.9064 -1.0523 -0.50 0.71 0.59
H 2.2457 -0.0548 -0.4213 -0.29 -1.29 -0.14
H 1.4507 1.0229 0.5130 -0.35 0.20 0.29
H 1.7674 -0.4055 1.3387 0.16 -0.74 -0.32
H -1.9747 -0.0454 0.1491 0.10 -0.20 0.35
```
Forces are in eV/Å.

The HOMO-LUMO gap comes out at 0.3403 hartree. As for the energy above the lowest of the compared OMol25 structures with the same formula, charge and spin: 133.6 kJ/mol. Its HOMO energy is -9.513 eV. The total energy is -2453.79440 Ha.



(2)
Molecular formula: C35H52AlP4Se
Method: DFT, the ωB97M-V functional and the def2-TZVPD basis

Structure (XYZ):
```
93
Properties=species:S:1:pos:R:3:forces:R:3
Al -0.0219 -1.3869 -1.7449 4.25 -0.88 2.30
P -0.9753 -3.2322 -0.5850 -1.71 -1.19 1.13
P 1.7274 -1.1921 0.2697 0.68 1.03 1.77
P 1.8171 -2.2673 -3.0486 1.01 -0.12 -0.85
H -1.4280 0.6516 -2.7477 0.49 -0.53 0.41
C -1.0969 -0.3596 -3.0464 -3.90 -1.01 -0.53
C -1.9253 -1.4636 -2.5763 -1.65 3.09 -3.20
H -2.8362 -1.1726 -2.0261 0.87 -0.28 0.84
C -2.2334 -2.6128 0.5937 0.06 0.27 -0.09
C 0.0162 -4.3606 0.4481 0.79 0.16 -0.12
C -1.8968 -4.4220 -1.5974 0.10 0.14 -0.47
C 2.7493 0.3239 0.3317 -0.09 0.33 -0.61
C 1.0686 -1.1541 1.9892 -0.45 -0.15 0.02
C 3.0662 -2.4464 0.5333 -0.24 -0.58 -0.73
C 1.5302 -2.3649 -4.8345 -0.49 -0.01 -0.12
C 2.3623 -3.9474 -2.6108 -0.37 -0.23 0.28
C 3.3955 -1.3496 -2.9978 -0.11 0.41 0.33
H -0.7551 -0.4163 -4.0851 0.56 -0.44 0.65
H -2.1281 -2.3228 -3.2408 0.96 0.07 0.56
H -2.8053 -1.7862 0.1530 0.01 -0.16 0.24
H -1.7559 -2.2467 1.5133 -0.21 -0.10 -0.28
H -2.9142 -3.4452 0.8296 0.25 0.23 -0.02
H 0.3255 -3.8870 1.3859 -0.07 -0.06 -0.22
H 0.9051 -4.6972 -0.0972 -0.18 -0.08 0.18
H -0.6109 -5.2335 0.6752 0.07 0.29 -0.08
H -2.7704 -3.9484 -2.0498 0.00 -0.21 0.13
H -2.2159 -5.2535 -0.9603 0.03 0.18 -0.13
H -1.2525 -4.8008 -2.3969 -0.13 -0.12 0.06
H 3.5529 0.2087 1.0750 -0.34 -0.15 -0.18
H 2.1216 1.1755 0.6175 0.03 -0.11 -0.12
H 3.1990 0.5274 -0.6474 -0.03 0.06 0.20
H 1.8345 -1.5196 2.6896 -0.17 0.02 -0.36
H 0.1664 -1.7658 2.1003 0.23 0.18 0.15
H 0.8191 -0.1171 2.2655 -0.01 -0.40 -0.29
H 3.5855 -2.1894 1.4686 -0.31 0.12 -0.33
H 3.7963 -2.4358 -0.2834 -0.14 -0.07 0.27
H 2.6494 -3.4556 0.6380 0.22 0.22 -0.01
H 2.3196 -2.9927 -5.2641 -0.18 0.15 0.01
H 1.5625 -1.3722 -5.2968 0.03 -0.16 0.16
H 0.5563 -2.8201 -5.0375 0.14 -0.04 -0.15
H 2.9498 -4.3344 -3.4521 -0.09 0.05 0.21
H 1.5033 -4.6053 -2.4422 0.19 -0.04 -0.13
H 2.9843 -3.9440 -1.7094 -0.15 0.02 -0.23
H 3.9927 -1.7223 -3.8419 -0.12 0.07 0.23
H 3.9405 -1.5249 -2.0631 -0.13 0.03 -0.31
H 3.2358 -0.2717 -3.1193 0.02 -0.18 -0.09
C 2.2514 2.9282 -2.7710 0.22 -0.66 -0.60
C 1.2514 1.9929 -3.0929 0.42 0.23 -0.08
C 1.2915 1.3539 -4.3273 0.39 -0.19 -0.26
C 2.3581 1.5488 -5.2124 -0.16 0.30 0.29
C 3.3583 2.4745 -4.8937 -0.16 -0.33 -0.03
C 3.3116 3.1571 -3.6737 -0.47 0.00 0.46
Se 2.0986 3.8405 -1.0963 -0.04 0.35 0.00
H 1.2263 4.8699 -1.6901 0.09 -0.07 0.25
H 0.4555 1.8016 -2.3699 0.12 0.28 -0.23
H 0.4841 0.7040 -4.6411 0.22 0.15 -0.06
H 2.3724 0.9814 -6.1426 0.09 0.36 0.08
H 4.1605 2.6660 -5.6076 -0.16 -0.05 0.29
H 4.0855 3.8793 -3.4004 -0.28 -0.22 -0.20
C -1.0852 6.2755 2.5463 0.15 -0.28 -0.03
C 0.1503 5.6128 2.4970 -0.09 0.13 0.09
C 0.1962 4.2217 2.4520 -0.43 -0.23 -0.05
C -0.9998 3.4679 2.4710 0.28 0.54 0.10
C -2.2315 4.1361 2.5439 0.35 0.09 -0.01
C -2.2678 5.5311 2.5597 -0.08 0.09 0.07
P -0.8619 1.6530 2.3971 -0.03 0.46 0.29
C -0.8979 1.0820 4.1401 0.13 -0.32 0.23
C -0.2044 1.8159 5.1228 -0.22 -0.34 -0.11
C -0.0336 1.2891 6.4048 -0.12 -0.19 -0.01
C -0.5540 0.0293 6.7292 0.04 0.11 -0.24
C -1.2439 -0.7069 5.7592 0.06 0.13 -0.04
C -1.4077 -0.1935 4.4705 0.34 0.26 0.20
C -2.4772 1.1783 1.7108 -0.31 -0.09 -0.27
C -3.6114 0.8861 2.4856 -0.03 -0.03 -0.46
C -4.8139 0.5484 1.8563 0.01 -0.01 -0.01
C -4.8981 0.5146 0.4617 0.02 -0.11 0.00
C -3.7751 0.8276 -0.3139 -0.05 -0.04 0.13
C -2.5745 1.1657 0.3017 -0.17 -0.40 0.53
H -1.1190 7.3676 2.5883 0.00 -0.42 -0.05
H 1.0839 6.1829 2.5074 -0.37 -0.17 -0.01
H 1.1596 3.7017 2.4201 -0.29 0.21 -0.05
H -3.1612 3.5737 2.6097 0.17 0.15 -0.11
H -3.2373 6.0392 2.5982 0.42 -0.18 0.03
H 0.1953 2.7991 4.8769 -0.08 -0.19 0.11
H 0.5104 1.8595 7.1602 -0.20 -0.15 -0.25
H -0.4152 -0.3827 7.7320 -0.07 0.18 -0.36
H -1.6566 -1.6868 6.0071 0.11 0.30 -0.04
H -1.9541 -0.7810 3.7281 0.17 0.14 0.19
H -3.5650 0.9234 3.5761 0.01 0.03 -0.38
H -5.6882 0.3160 2.4714 0.27 0.11 -0.30
H -5.8370 0.2474 -0.0260 0.25 0.12 0.18
H -3.8391 0.8274 -1.4022 -0.16 0.12 0.13
H -1.7011 1.4329 -0.2983 -0.07 0.07 0.13
```
Forces are in eV/Å.

The HOMO-LUMO gap (spin up / spin down) comes out at 0.0827 / 0.0935 hartree. Its charge is +3. Its HOMO energy (spin up / spin down) is -14.407 / -14.524 eV. The total energy is -5373.13594 Ha.